Record 1
Below is C28H48AlB2Br4CaClCsF10N4O18P2S as an isolated structure at a distorted geometry, with properties calculated with ωB97M-V/def2-TZVPD.

```
121
Properties=species:S:1:pos:R:3:forces:R:3
C -3.4493 3.5806 -0.3148 1.0448 -0.1835 -0.3097
C -3.0927 0.8260 -6.2077 -0.0601 0.5192 -0.0904
C -0.7695 -1.7979 -2.0191 1.1959 0.6574 0.2111
C -0.1232 0.4429 -0.8343 -0.2318 -0.5503 0.2101
F -3.1362 0.6761 -0.7808 -0.0510 0.3584 0.2772
H 0.7411 -2.5400 -3.2966 -0.0204 -0.1111 -0.2961
H 5.1572 2.8852 -2.3089 0.1763 0.0603 -0.3115
H 0.8316 1.3558 3.2537 0.3826 -0.0500 0.1162
H 1.3029 2.5093 -2.8148 -0.2056 0.1585 -0.3307
N -0.1554 -3.3611 0.4541 -0.0291 0.0799 -0.6121
O -2.9003 0.9768 2.7405 -0.5899 0.5519 -0.6843
H 3.0709 1.9227 -3.8582 -0.0278 0.1953 -0.2967
B -1.6867 0.4247 2.6313 0.9716 -0.3642 1.0756
H -4.0185 -0.8736 1.8524 -0.2566 0.4013 -0.0323
P -9.7595 -1.6256 -6.8318 1.0864 0.3408 0.1178
H 4.6010 1.1862 -0.9321 0.1429 0.6208 0.6662
H 4.5009 7.2340 2.8532 0.0669 -0.0058 0.1157
F 0.2938 3.4835 4.0512 -0.6607 -0.4402 -0.1254
O 0.0626 1.2117 -1.9274 0.5196 0.4572 -0.1400
Br -3.3506 -1.1141 -6.0803 0.5268 0.2173 0.0394
F 2.2091 2.7787 2.9848 -0.2542 0.1361 -0.2443
H -0.7503 2.7928 1.7586 -0.1771 -0.3433 0.3430
O -8.9412 -2.4660 -7.8177 0.3712 -0.3080 0.4259
H -0.8759 -0.9949 4.1035 -0.3229 -0.2803 -0.0123
F 3.3327 -4.9671 -3.0253 -4.2770 6.3198 -2.0153
Br 3.1072 -3.4371 1.5427 1.6857 0.6833 -0.2231
H -1.1019 0.6045 4.7369 -0.1734 0.2483 0.1982
F 4.0352 -4.4739 -1.0490 0.6107 -0.3398 -0.3871
H 4.4802 3.9383 -1.0825 -0.0206 0.3719 0.0390
H 1.2838 0.0938 4.4243 0.3569 0.1771 0.2579
Cs 4.6241 -6.5839 -2.6204 5.3929 -7.4980 1.1137
O -2.6703 -6.0073 4.3493 0.1344 0.3199 -0.0072
O -10.5158 -2.5827 -5.9258 -0.4341 -0.2069 -0.3616
C 3.7331 1.9124 -1.0042 -1.1568 -0.8360 -0.0204
H 2.8382 1.4253 0.9299 0.1866 -0.2881 0.2769
H 3.5044 3.4676 -2.4496 -0.1305 0.4858 -0.1620
H -3.2671 3.1266 -1.2773 -0.2714 -0.0756 -0.3428
O -1.9645 4.9420 0.9519 0.3689 -0.2798 0.1378
C -1.1151 0.1808 1.1607 -1.1522 -0.8605 1.4051
Ca 4.8852 -0.4722 -1.8341 -0.5895 -1.1703 0.9788
C 6.1075 6.2448 4.5701 -0.1769 0.1049 -0.0974
C -1.1694 -0.6409 -1.0307 0.1580 -2.2328 -0.8051
H -2.6567 -7.0180 1.1079 -0.0571 0.1190 0.0304
O -3.9439 -1.3388 1.0065 0.1436 0.2936 0.5557
C -4.8943 -7.2323 3.6154 -0.2197 -0.2289 -0.1183
H 1.0179 -0.3567 2.7673 0.2649 -0.1388 -0.3220
O -10.7342 -0.7337 -7.5737 -0.3785 0.0164 0.3781
O -0.0304 -1.8675 0.7408 0.2215 0.0263 0.5685
H -4.0969 4.4351 -0.3790 -0.3982 0.1495 0.0946
F 3.8637 -2.8691 -2.4123 0.9448 0.4290 -1.4810
H 2.4825 0.0950 -1.4329 -0.4468 0.4342 0.3012
Br -1.2336 1.2776 -6.1117 0.0190 -0.1341 0.0149
C -1.1982 -1.1896 0.4349 -0.8863 1.7987 0.9156
Br -3.9389 1.5389 -7.7554 -0.0037 -0.1102 -0.0343
H -5.6503 -9.0723 2.7393 -0.0212 -0.0064 0.0105
O 5.1488 3.4686 2.5407 0.2081 -0.2317 -0.2129
O 0.6567 -3.9073 1.0291 -1.4414 -0.6217 1.0007
H -1.3190 -1.7258 -2.9460 -0.1959 0.2960 -0.2669
H 5.3568 6.7037 5.2157 0.0728 0.0412 0.0636
Al -5.7408 -2.5769 -5.9866 -1.5343 -0.0291 -0.2126
O -1.0203 3.2442 -0.2452 -0.8011 -0.0929 0.3463
C 3.3672 2.2267 0.4215 -0.5778 -0.0714 -0.5009
O 3.6943 7.6488 -0.9470 -0.0573 0.0858 0.1697
O -3.9360 -5.1144 2.3755 -0.0965 -0.2564 -0.0905
F 1.3739 4.8960 2.6076 -0.2088 -0.2026 -0.4093
H -1.6864 -7.6218 2.4739 0.0295 0.1596 0.0602
P -2.6704 -2.3126 0.9589 -0.6027 -1.4676 -1.7320
C -2.5114 -0.1851 -1.5757 -0.3432 0.5367 0.4376
H 4.2353 2.5725 0.9550 0.2314 0.0772 0.6078
H 3.5520 5.7364 2.6771 -0.0202 0.0943 0.0406
F 2.3140 4.3931 4.6241 -0.0071 -0.1423 -0.0191
C 1.2699 1.9572 -1.8906 0.7764 0.1895 0.0114
O 3.7419 6.0811 -2.4568 -0.3805 0.5375 0.0712
S -3.4828 -6.2214 3.1830 -0.2804 -0.4570 0.0800
H 6.3559 3.7780 4.1508 -0.0381 -0.0518 -0.0004
C 4.2482 3.1082 -1.7544 0.3253 -0.2269 -0.2301
H -3.0302 1.3374 3.6236 -0.2776 -0.1386 0.2675
H 6.7189 7.0306 4.1202 0.0172 0.0278 0.0970
C -5.0077 -8.2364 2.4722 0.1419 0.0577 -0.0767
H 1.8876 -4.1551 -0.5204 0.3365 0.0291 0.2320
C 3.2799 -4.0236 -2.0420 -1.9295 1.1445 2.5525
C -2.1266 4.0250 0.2250 -0.1822 0.5539 -0.1016
H 4.9003 6.0454 1.5886 -0.1149 0.1432 0.0606
H -3.8143 2.8111 0.3543 -0.3515 -0.0724 0.1625
H -3.2244 -9.3468 2.9725 0.0067 0.0071 0.0276
F -3.3371 -1.2202 -1.7472 -0.1463 -0.5094 -0.0195
C 1.8643 -3.7445 -1.5228 -0.1469 -0.2494 -0.2057
C 2.5913 1.1395 -1.8060 1.6397 0.2154 -1.6559
C 5.6554 4.1803 3.3982 0.0656 -0.1646 0.0450
H 2.6934 3.0765 0.4023 0.0024 0.3997 0.1279
C 0.7027 -1.8627 -2.4460 -0.3940 -1.0015 -0.1026
H 0.6559 2.7125 0.7539 0.3913 -0.0623 0.2511
H 1.1163 -4.3070 -2.0727 -0.0974 0.0178 -0.5077
H 1.2958 2.7193 -1.1236 -0.3367 -0.0112 0.3388
H 6.7454 5.5996 5.1715 -0.0094 -0.0307 -0.0106
H -3.5149 -9.2559 1.2423 0.0134 -0.0060 -0.0151
C 0.6990 0.3229 3.5500 -1.0152 -0.1414 -0.0311
C -3.5728 -8.6928 2.1721 -0.0700 0.0464 0.0595
H -5.7728 -6.6022 3.7277 0.0824 0.1331 0.0377
H -4.6662 -7.7298 4.5570 0.0551 0.0574 0.0382
O -8.7908 -0.7739 -6.0021 0.4349 -0.1325 -0.3210
Cl -2.3673 -2.8501 2.8755 0.6006 0.8846 0.2651
F -2.3945 0.3972 -2.7710 0.2185 0.2526 -0.4977
H -5.4334 -7.7517 1.5914 -0.0428 0.0155 0.0134
C -2.6942 -7.4350 2.1126 0.0363 -0.3473 -0.1739
H 0.7730 -0.0741 -0.4943 0.3794 -0.0255 -0.2547
C 4.5458 6.1761 2.6113 0.1214 -0.4267 -0.1737
H -3.5763 1.2573 -5.3433 -0.0235 -0.1635 0.1316
H 4.2375 0.8319 -3.2151 -0.0651 0.6966 -1.0696
N 3.9493 6.5134 -1.2866 0.8008 -1.9582 -0.5454
N -0.5882 1.0823 0.4490 -0.0961 0.0686 -0.5810
C -0.7996 0.0561 3.8511 0.9208 0.1391 -0.3585
N 5.4520 5.4830 3.5317 -0.0396 0.4014 0.0845
B 1.5420 3.9000 3.5720 0.8734 0.5118 0.3702
O 4.4852 5.6563 -0.4888 -0.3503 1.1617 0.1616
O 1.6129 -2.3808 -1.4536 -0.0957 0.6244 -0.3980
H 1.0683 -0.9181 -2.8150 0.1031 0.4454 0.2146
C 3.1431 1.0043 -3.3058 0.0730 -1.0169 1.8534
H 2.7257 0.1427 -3.8166 -0.2817 0.0351 -0.4276
C -0.4041 2.5111 0.7689 0.5725 0.7877 -0.3702
H -1.0491 -2.7537 -1.6055 -0.1704 -0.2549 0.2795
```
Forces are in eV/Å.

Results
Total charge: +1
Orbital gap, Eh: 0.08469
HOMO level, eV: -8.59

***

Record 2
Below is a 4-piece molecular cluster, C12H20Cl4O4 overall at a distorted geometry, with properties calculated with ωB97M-V/def2-TZVPD.

```
40
Properties=species:S:1:pos:R:3:forces:R:3
O 8.9727 16.6906 -11.8988 -0.1575 -0.1216 0.4133
H 9.4424 14.2406 -9.3323 -0.0316 -1.5532 0.3511
H -0.9453 10.1093 -12.1004 0.2173 -0.2370 0.9379
Cl -5.5617 15.9459 -17.5474 0.6521 0.4634 0.8010
C 10.1624 14.1041 -10.1392 -1.3785 -1.1717 -1.1845
C -0.9049 9.0577 -12.3843 -0.0445 0.7825 -0.2448
C 9.6788 13.3667 -11.4795 0.9575 -2.3535 2.9496
H -7.5095 16.1511 -18.7628 -0.1853 -0.2275 0.1163
H -8.1660 14.2260 -17.2110 0.0593 -0.0574 -0.1079
O 4.2651 6.7554 -4.1176 -2.6320 2.2541 0.5783
H 1.1104 9.3528 -5.0361 -0.2756 -0.2757 0.0298
H 10.6197 13.0344 -11.9182 -0.1040 0.6846 -0.8351
C 1.7113 8.9096 -2.9709 -2.2466 2.4184 -0.9409
H 3.5866 8.9248 -2.2010 0.8151 -0.1817 -0.4137
C 9.2745 15.5967 -11.5023 -0.1987 2.2080 -2.1934
H -1.6031 9.0728 -13.2213 -0.0839 -0.6998 0.0624
H 9.2688 12.3994 -11.1891 -0.5029 0.0048 -0.0058
H 11.0817 13.5809 -9.8761 0.2225 0.9780 0.4511
C -6.8139 15.3354 -18.5655 -1.0503 -1.1100 -1.2470
C -7.5106 14.0473 -18.0634 0.4874 0.5576 0.2230
H -8.0247 13.5177 -18.8654 -0.2188 0.5076 0.0176
Cl 1.4756 10.0095 -13.4945 -0.5336 -0.1062 -0.1523
O 10.2068 15.4522 -10.5457 0.7222 0.2484 -0.6372
H 7.7252 14.2105 -11.9187 0.0377 -0.2667 -0.1816
H 1.5767 9.9039 -2.5452 -0.0847 -0.3700 0.9581
C 8.7817 14.3009 -12.1711 0.6901 1.2026 0.7243
C 2.0065 9.2738 -4.4206 -3.3442 1.7126 0.2262
C 0.4778 8.6591 -12.8474 0.5736 -0.6699 -0.1370
C 3.3906 7.6071 -3.9024 3.1213 -2.4850 -0.5349
H 0.3465 7.8864 -13.6049 0.3602 0.2057 -0.2149
Cl -6.2517 12.8962 -17.5652 0.0796 -0.4225 0.2119
H 2.4215 10.2730 -4.5528 0.8808 -0.0628 0.3164
Cl -1.4498 7.9130 -11.1020 0.0244 0.6173 -0.5095
H 1.1297 8.2304 -12.0862 -0.5130 0.1091 0.2598
H 8.9461 14.3782 -13.2459 -0.2580 0.1389 0.1485
H 2.7069 7.5562 -1.7545 0.4503 -0.7620 -0.5075
H -6.3693 15.0404 -19.5159 0.1766 0.2876 -0.0140
C 2.9079 8.1836 -2.6229 1.0384 -0.0366 2.8073
H 0.8140 8.3133 -2.8051 -0.1376 0.1297 -0.4229
O 2.7522 8.2647 -4.8822 2.4149 -2.3400 -2.0990
```
Forces are in eV/Å.

Results
Orbital gap, Eh: 0.39458
HOMO level, eV: -10.07
Relative energy (zero: lowest compared OMol25 entry of this formula, charge and spin), kJ/mol: 243.94
SMILES: O=C1CCCO1.O=C1CCCO1.ClCCCl.ClCCCl

***

Record 3
Below is a 8-piece molecular cluster, C24H33F5O24 overall at a distorted geometry, with properties calculated with ωB97M-V/def2-TZVPD.

```
86
Properties=species:S:1:pos:R:3:forces:R:3
C 2.4284 -1.9801 0.2327 -0.0542 -1.2984 0.5012
C 9.8232 6.2370 -1.1883 -2.2641 1.7355 1.6158
O -0.7527 -2.2839 1.6268 0.4081 0.2853 -0.2379
H 1.2511 6.0200 0.3902 -0.6605 0.0522 0.6047
O -2.8010 4.7468 -0.3220 1.6055 -0.1144 1.5744
H 1.2869 4.4102 -0.2365 -0.1038 -0.0109 -0.5621
H 6.6454 6.9638 -8.4030 -0.0829 0.3099 -0.1259
F 8.3396 -2.0280 6.0816 0.2824 -0.3645 -0.0347
O -1.4751 5.5462 -2.0361 0.0431 -1.7549 4.2721
F -1.7931 -2.2768 -6.5226 0.2889 1.1303 1.1194
C 0.5508 -2.5079 1.6847 2.1591 -1.7180 1.0163
H -6.1554 -12.2116 1.8251 0.1792 -0.0700 0.9667
H 6.4443 6.4374 -10.1156 0.7019 -0.1425 0.1976
H 10.5478 6.9023 -1.6578 0.1131 -0.0562 0.5360
H -11.1516 1.4772 4.4277 0.8308 -0.2216 -0.6340
H 8.6077 6.3821 -2.9479 -0.2733 -0.5135 -0.2631
H -12.2731 0.3318 6.0823 0.1434 -0.6711 0.3471
O -0.6207 5.0342 0.1660 -2.3775 0.3010 -1.9169
O -9.4487 0.3899 5.1376 0.4269 -0.4081 -1.5309
O 1.0283 -1.9965 0.5238 -0.3022 0.5828 0.5357
H -1.5559 -4.0902 2.4577 0.7779 0.2212 0.2507
H -3.5461 3.7868 -1.9624 0.0305 0.0878 -0.1552
H -2.1513 -1.5344 -4.5294 0.6008 0.8495 -0.8549
C -2.9446 -3.4385 -4.9015 -0.3340 -0.7773 1.0282
H 7.5927 -0.3018 7.6230 0.8275 -0.4975 0.7940
C -6.8520 -11.3880 1.9819 -0.6328 0.3315 -0.7672
C -4.7524 -2.1021 -5.0695 -2.7074 1.7361 3.0799
C 4.6925 5.1805 -8.2774 -0.3075 0.9061 -0.8441
H 2.7289 -3.0266 0.1815 0.3114 -0.0037 -0.1478
O 10.2415 4.9675 -1.0899 1.9824 -1.6489 -0.8185
C -10.4823 1.2840 5.2660 -1.8555 -0.8501 1.8692
H 3.0330 -1.5300 1.0201 -0.2276 0.3440 -0.1104
O 8.1372 4.8009 -1.6029 -0.9960 0.1083 -0.8835
O 9.2308 2.8891 -1.0220 0.4623 4.1342 -1.0041
H 2.5509 -1.5270 -0.7510 -0.1030 0.1771 0.3340
C -5.7099 -9.6108 1.2734 0.8962 0.9416 -6.3367
O 5.6432 4.7447 -7.6632 -2.0429 0.1201 -0.6308
H 3.5902 2.8470 -7.3814 0.0348 -0.0682 -0.4605
O 7.1565 -1.9942 8.9634 0.2311 1.4235 1.1384
O -5.6375 -9.5762 2.5424 0.8892 1.1261 4.5351
F -5.9881 -11.2502 4.1176 0.3944 0.8711 0.4064
O -3.8220 -1.5863 -5.8250 2.0002 1.4068 -1.3053
C 6.9671 -3.2733 8.6492 -0.9092 -1.9304 2.0826
C -11.3205 0.7080 6.4552 0.4614 1.3337 -1.1435
H -2.3015 -3.8505 -4.1239 -0.2786 0.2853 0.2875
O -10.4287 -0.2332 7.0046 -1.6545 0.4327 1.0548
O 3.3433 4.6853 -8.3951 2.7725 1.0116 1.1497
H -4.4472 3.3571 -0.5595 0.8225 0.0937 1.0647
C 7.1083 -2.1918 6.6587 0.1546 2.2026 0.8744
C -9.4492 -0.4870 6.1570 -0.1224 -1.5798 0.0933
C 5.9999 6.9798 -9.2811 0.5619 -0.8080 -1.0078
H 5.9707 -0.7096 7.8551 -0.3276 -0.4696 0.0718
C 8.4380 6.1789 -1.8906 1.6477 -0.6715 0.2532
O 6.7097 -4.2209 9.3766 0.9955 2.6063 -1.3670
C -1.7444 -3.0310 2.2831 -1.3094 -0.4084 0.0482
C 6.9586 -1.1681 7.8113 -0.6679 -0.2367 -0.9146
C 0.7076 5.3333 -0.2588 0.2772 0.4346 -0.4019
O 7.0399 -3.3767 7.3379 -0.3857 -1.9439 -2.7722
H -7.4130 -9.9272 3.6043 0.2804 0.1853 0.0228
C -6.5599 -10.4542 3.1770 0.0568 -2.1362 -1.6257
C 9.2325 4.1038 -1.2565 -1.4697 -3.5779 1.2193
H 6.3912 -2.0146 5.8572 -0.2046 -0.7956 0.1255
H 5.7764 7.9435 -9.7387 -0.0720 0.2178 0.7748
O 4.7724 6.3371 -9.0639 -2.4258 -2.1577 1.5124
F 9.5518 6.5669 0.1772 0.5260 0.7933 -1.1205
C 2.9194 3.7059 -7.4027 0.6688 -0.5249 -0.1404
H -2.5761 -3.0443 1.5787 -0.0630 0.1641 -0.0342
O -5.8110 -1.5837 -4.7683 1.3132 -1.0898 -1.4775
O -6.5860 -10.5236 0.8735 -1.4532 -1.1358 -0.1215
C -1.6112 5.1215 -0.8601 0.0578 0.9616 -1.9558
O -5.1269 -8.9804 0.3958 -0.5708 -0.4679 2.8870
F -9.9484 2.4177 5.7037 0.7364 2.1402 0.0223
C -3.8955 4.1828 -1.0089 -0.2668 0.1544 -2.3866
H 2.9083 4.0093 -6.3559 -0.0034 0.9134 -0.2057
O -8.7781 -1.4528 6.2784 1.0610 0.1828 -0.4218
H 0.6450 5.8632 -1.2092 0.3194 -0.5795 -0.2689
H -11.4988 1.5618 7.1089 -0.0265 -0.3609 0.3414
C -2.5404 -2.0911 -5.3820 -1.1564 -1.5493 -1.7395
H -7.8590 -11.8017 1.9277 -0.0325 0.3616 0.0320
H -2.1186 -2.5209 3.1707 0.4103 -0.1219 0.1682
H -4.6614 4.9206 -1.2481 0.2545 0.3672 0.1298
H 1.9160 3.3796 -7.6762 0.1955 0.2305 -0.2167
H -2.9349 -4.1879 -5.6930 -0.5465 0.2201 -0.2418
H 7.6599 6.8601 -1.5462 0.2627 -0.3083 0.4633
O 1.2170 -3.1106 2.5504 -2.0059 1.7779 -2.3328
O -4.2596 -3.1195 -4.3738 0.8197 -2.2088 0.1188
```
Forces are in eV/Å.

Results
Orbital gap, Eh: 0.39836
HOMO level, eV: -10.71
Relative energy (zero: lowest compared OMol25 entry of this formula, charge and spin), kJ/mol: 302.13
SMILES: O=C1OC[C@@H](F)O1.O=C1OC[C@@H](F)O1.O=C1OC[C@@H](F)O1.O=C1OC[C@@H](F)O1.O=C1OC[C@@H](F)O1.COC(=O)OC.COC(=O)OC.COC(=O)OC